Entry 1:
{"formula": "C9H21ClGaI2N2O2P", "method": "the ωB97M-V functional and the def2-TZVPD basis", "species": ["I", "I", "Ga", "P", "C", "C", "H", "H", "H", "C", "H", "H", "H", "H", "H", "H", "C", "O", "Cl", "C", "N", "C", "C", "O", "N", "C", "C", "H", "H", "H", "H", "H", "H", "H", "H", "H", "H", "H", "H"], "positions_angstrom": [[-0.351, -2.610, -1.027], [-0.361, 2.617, -1.006], [0.298, 0.003, -0.853], [0.165, 0.001, -3.426], [-1.455, -0.014, -4.269], [1.037, 1.431, -4.156], [2.004, -1.539, -3.621], [1.256, -1.213, -5.210], [0.469, -2.326, -4.041], [1.059, -1.416, -4.153], [1.990, 1.557, -3.641], [1.215, 1.239, -5.219], [-1.296, -0.014, -5.350], [-2.024, 0.870, -3.984], [0.442, 2.336, -4.025], [-2.008, -0.908, -3.983], [-1.941, -0.003, -1.344], [-3.055, -0.006, -1.090], [2.461, 0.020, -1.292], [2.406, -0.150, 2.069], [1.220, -0.081, 2.911], [1.451, -0.099, 4.352], [0.031, -0.004, 2.316], [-0.007, -0.002, 1.015], [-1.173, 0.074, 2.941], [-1.498, 0.091, 4.359], [-2.344, 0.153, 2.103], [3.259, -0.209, 2.742], [2.490, 0.744, 1.436], [2.376, -1.038, 1.423], [1.119, 0.829, 4.833], [1.004, -0.978, 4.829], [2.529, -0.168, 4.480], [-2.042, 1.013, 4.578], [-2.158, -0.753, 4.572], [-0.616, 0.031, 4.969], [-2.318, 1.050, 1.463], [-2.456, -0.754, 1.488], [-3.175, 0.222, 2.811]], "mulliken_charge": [0.265, 0.309, 0.630, 0.454, -1.266, -1.217, 0.357, 0.472, 0.399, -1.250, 0.352, 0.473, 0.445, 0.394, 0.380, 0.379, 0.121, -0.143, -0.276, -0.683, -0.013, -1.172, 0.847, -0.318, 0.025, -1.068, -0.716, 0.310, 0.237, 0.243, 0.423, 0.425, 0.312, 0.381, 0.380, 0.340, 0.177, 0.181, 0.413], "total_energy_ha": -3936.6703, "de_lowest_kcal_mol": 0.00, "charge": 2, "homo_lumo_gap_ha": [0.161, 0.167]}


Entry 2:
{"formula": "C9H21ClN2O", "method": "the ωB97M-V functional and the def2-TZVPD basis", "species": ["C", "C", "C", "C", "C", "C", "C", "N", "O", "C", "C", "N", "H", "H", "H", "H", "H", "H", "H", "H", "H", "H", "H", "H", "H", "H", "H", "H", "H", "H", "H", "H", "H", "Cl"], "positions_angstrom": [[3.867, 0.429, 0.968], [2.316, 0.510, 0.348], [2.093, 2.133, 0.009], [2.254, -0.446, -0.981], [0.748, -0.845, -1.488], [-0.478, -0.262, -0.569], [-0.798, -1.251, 0.729], [-2.035, -0.851, 1.506], [-2.897, -1.896, 1.646], [-2.834, 0.282, 0.899], [-2.942, 0.248, -0.739], [-1.745, -0.349, -1.447], [4.627, 0.993, 0.242], [4.249, -0.672, 1.092], [3.936, 1.027, 1.999], [1.622, 0.146, 1.239], [1.156, 2.460, 0.670], [3.034, 2.785, 0.252], [1.729, 2.189, -1.105], [2.832, -1.452, -0.704], [2.845, 0.092, -1.855], [0.679, -2.035, -1.509], [0.673, -0.508, -2.626], [-0.377, 0.869, -0.284], [-1.048, -2.313, 0.243], [0.128, -1.430, 1.422], [-1.733, -0.561, 2.474], [-2.389, -2.721, 1.923], [-3.898, 0.424, 1.421], [-2.239, 1.282, 1.167], [-3.065, 1.379, -1.098], [-3.971, -0.274, -1.042], [-1.565, 0.151, -2.356], [-4.771, 0.470, -2.442]], "mulliken_charge": [-1.254, 0.770, -0.981, -0.611, -0.651, 0.456, -0.921, 0.409, -0.469, -0.684, -0.638, -0.442, 0.300, 0.321, 0.328, -0.063, 0.176, 0.353, 0.253, 0.249, 0.264, 0.222, 0.251, 0.024, 0.444, 0.252, 0.432, 0.396, 0.322, 0.305, 0.290, 0.280, 0.345, -0.726], "total_energy_ha": -1000.1313, "homo_lumo_gap_ha": 0.194}


Entry 3:
{"formula": "C9H21CoI2O3P2", "method": "the ωB97M-V functional and the def2-TZVPD basis", "species": ["I", "I", "Co", "P", "C", "C", "H", "H", "H", "H", "H", "H", "C", "H", "H", "H", "P", "C", "C", "H", "H", "H", "C", "H", "H", "H", "H", "H", "H", "C", "O", "C", "C", "O", "O", "H", "H", "H"], "positions_angstrom": [[0.247, -1.163, -3.551], [-0.270, 0.533, -5.354], [-0.256, 0.211, -0.364], [2.217, 0.284, -0.610], [3.279, -1.075, 0.089], [2.994, 0.543, -2.301], [3.997, 1.053, -2.175], [4.012, 1.839, 0.148], [2.390, 1.253, -2.950], [2.432, 2.645, -0.285], [3.234, -1.908, -0.733], [3.061, -0.407, -2.884], [2.882, 1.759, 0.233], [4.285, -0.608, 0.187], [2.566, 1.699, 1.340], [2.867, -1.446, 1.090], [-2.563, -0.536, -0.589], [-3.181, -1.712, 0.563], [-3.642, 0.959, -0.261], [-2.740, -0.509, -2.933], [-4.200, -1.083, -2.240], [-2.775, -2.098, -2.257], [-3.129, -1.093, -2.137], [-3.369, 1.752, -0.958], [-4.659, 0.555, -0.471], [-4.212, -1.955, 0.371], [-3.088, -1.388, 1.597], [-3.552, 1.276, 0.799], [-2.571, -2.614, 0.426], [0.100, -1.140, 0.689], [0.182, -2.356, 0.779], [0.010, 1.052, 3.930], [1.154, 0.871, 2.957], [2.008, 1.770, 2.883], [1.265, -0.297, 2.414], [0.212, 1.798, 4.701], [-0.338, 0.132, 4.485], [-0.845, 1.406, 3.371]], "lowdin_spin": [0.059, 0.007, 2.581, 0.078, -0.002, 0.024, 0.003, 0.006, 0.000, 0.003, 0.000, 0.001, 0.102, 0.000, 0.016, 0.000, 0.064, -0.001, 0.028, 0.000, 0.002, 0.000, 0.011, 0.001, 0.005, 0.000, 0.000, 0.000, 0.000, 0.089, -0.005, 0.063, 0.066, 0.700, 0.083, 0.000, 0.009, 0.004], "total_energy_ha": -3241.3739, "multiplicity": 5, "de_lowest_kcal_mol": 42.48, "charge": 2, "homo_lumo_gap_ha": [0.271, 0.178]}


Entry 4:
{"formula": "C9H21EuN2OP", "method": "the ωB97M-V functional and the def2-TZVPD basis", "species": ["Eu", "H", "H", "P", "C", "H", "H", "H", "C", "H", "H", "H", "C", "H", "H", "H", "C", "O", "H", "H", "C", "C", "C", "C", "N", "N", "C", "H", "H", "H", "H", "H", "H", "H", "H"], "positions_angstrom": [[0.865, -1.191, -0.376], [-1.266, 0.788, 2.032], [-1.703, 0.958, 1.445], [-1.591, 0.166, -1.857], [-1.614, 1.510, -3.115], [-2.346, 1.365, -3.893], [-1.833, 2.445, -2.613], [-0.631, 1.574, -3.558], [-1.477, -1.289, -3.020], [-1.634, -2.218, -2.450], [-2.240, -1.194, -3.794], [-0.477, -1.300, -3.481], [-3.415, 0.100, -1.543], [-3.700, 1.009, -0.992], [-4.018, 0.036, -2.454], [-3.615, -0.778, -0.916], [0.567, 1.708, -0.473], [0.790, 2.830, -0.488], [-0.853, -2.026, 0.322], [1.579, -0.438, -1.981], [3.212, -0.921, 4.888], [3.086, -0.471, 3.501], [4.024, 0.064, 2.642], [3.390, 0.245, 1.421], [2.109, -0.193, 1.502], [1.959, -0.619, 2.802], [3.942, 0.814, 0.175], [3.947, -1.735, 4.942], [3.560, -0.101, 5.527], [2.265, -1.296, 5.278], [5.066, 0.267, 2.854], [1.034, -0.886, 3.145], [4.286, 1.853, 0.349], [4.790, 0.172, -0.139], [3.206, 0.860, -0.647]], "lowdin_spin": [6.328, -0.001, -0.001, -0.019, -0.003, -0.001, 0.000, 0.000, -0.007, -0.002, 0.000, -0.004, -0.002, 0.000, 0.000, 0.000, -0.014, -0.002, -0.123, -0.135, 0.000, 0.000, 0.000, 0.000, -0.011, 0.001, -0.001, 0.000, 0.000, 0.000, 0.000, 0.001, 0.000, 0.000, -0.004], "total_energy_ha": -1591.5628, "multiplicity": 7, "de_lowest_kcal_mol": 4.76, "charge": 1, "homo_lumo_gap_ha": [0.263, 0.317]}


Entry 5:
{"formula": "C9H21FGdIO2P2", "method": "the ωB97M-V functional and the def2-TZVPD basis", "species": ["C", "C", "H", "H", "H", "O", "I", "Gd", "P", "C", "C", "H", "H", "H", "H", "H", "H", "C", "H", "H", "H", "P", "C", "C", "H", "H", "H", "C", "H", "H", "H", "H", "H", "H", "C", "O", "F"], "positions_angstrom": [[-2.405, -4.415, -0.243], [-1.801, -3.184, 0.075], [-2.877, -4.841, 0.631], [-1.643, -5.065, -0.713], [-3.091, -4.259, -1.097], [-1.416, -2.226, 0.635], [-0.450, -2.117, -2.734], [0.145, -0.145, -0.816], [-1.777, 1.950, -0.443], [-2.043, 3.200, 0.845], [-1.757, 2.972, -1.988], [-2.805, 3.139, -2.297], [-4.015, 1.792, -1.360], [-1.233, 2.438, -2.806], [-3.172, 0.199, -1.450], [-1.197, 3.900, 0.829], [-1.258, 3.937, -1.797], [-3.374, 1.085, -0.807], [-2.977, 3.744, 0.675], [-3.848, 0.775, 0.143], [-2.059, 2.743, 1.845], [2.548, -0.463, 0.713], [3.166, 0.287, 2.239], [2.694, -2.300, 0.812], [3.604, -0.256, -1.511], [4.670, -1.034, -0.299], [4.435, 0.758, -0.271], [3.951, -0.214, -0.461], [2.139, -2.764, -0.033], [3.763, -2.548, 0.718], [4.085, -0.208, 2.564], [2.415, 0.240, 3.040], [2.288, -2.649, 1.779], [3.362, 1.350, 2.050], [0.309, 1.193, 1.335], [0.451, 1.893, 2.268], [1.171, 1.092, -2.070]], "lowdin_spin": [0.000, 0.001, 0.000, 0.000, 0.000, 0.005, -0.078, 7.281, -0.053, -0.011, -0.006, -0.002, -0.001, 0.000, 0.000, 0.000, 0.000, -0.003, -0.003, 0.000, 0.000, -0.055, -0.012, -0.003, 0.000, -0.002, 0.000, -0.007, 0.000, -0.001, -0.003, 0.000, 0.000, 0.000, 0.001, 0.004, -0.053], "total_energy_ha": -2351.3781, "multiplicity": 8, "de_lowest_kcal_mol": 12.15, "charge": 2, "homo_lumo_gap_ha": [0.256, 0.259]}


Entry 6:
{"formula": "C9H21N6", "method": "the ωB97M-V functional and the def2-TZVPD basis", "species": ["C", "C", "C", "C", "N", "N", "N", "N", "C", "C", "C", "C", "N", "C", "N", "H", "H", "H", "H", "H", "H", "H", "H", "H", "H", "H", "H", "H", "H", "H", "H", "H", "H", "H", "H", "H"], "positions_angstrom": [[2.371, 1.024, 0.724], [2.781, -0.262, 0.119], [3.258, -1.359, 1.100], [4.052, 0.002, -0.744], [1.821, -0.884, -0.854], [0.303, -0.892, -0.299], [-0.584, -0.021, -0.743], [-1.653, -0.400, -0.213], [-2.940, 0.208, -0.395], [-2.793, 1.564, -1.050], [-3.568, 0.314, 1.036], [-3.837, -0.635, -1.339], [-1.596, -1.541, 0.371], [-0.338, -1.949, 0.348], [0.155, -2.977, 0.985], [3.055, 1.852, 0.688], [1.419, 1.455, 0.382], [2.160, 0.953, 1.879], [2.717, -1.465, 2.067], [4.163, -1.092, 1.593], [3.491, -2.286, 0.681], [3.918, 0.279, -1.789], [4.452, 0.970, -0.271], [4.813, -0.818, -0.648], [1.639, -0.302, -1.726], [-3.713, 1.715, -1.693], [-2.679, 2.323, -0.244], [-1.925, 1.622, -1.634], [-2.837, 1.011, 1.503], [-4.617, 0.775, 0.951], [-3.637, -0.743, 1.570], [-3.323, -0.739, -2.306], [-4.091, -1.674, -0.993], [-4.704, -0.159, -1.625], [-0.327, -3.532, 1.622], [1.181, -3.281, 0.809]], "mulliken_charge": [-1.389, 2.003, -2.302, -1.444, -0.553, 0.327, -0.751, 1.609, 1.207, -1.392, -1.287, -1.761, -1.092, 0.378, -0.371, 0.337, 0.279, 0.288, 0.371, 0.531, 0.619, 0.395, 0.327, 0.312, 0.397, 0.316, 0.342, 0.421, 0.416, 0.356, 0.328, 0.456, 0.328, 0.535, 0.217, 0.248], "total_energy_ha": -683.6964, "de_lowest_kcal_mol": 48.26, "smiles": "CC(C)(C)N[n+]1nn(C(C)(C)C)nc1N", "charge": 1, "homo_lumo_gap_ha": 0.386}


Entry 7:
{"formula": "C9H21N6", "method": "the ωB97M-V functional and the def2-TZVPD basis", "species": ["C", "C", "C", "C", "C", "C", "C", "C", "C", "N", "N", "N", "N", "N", "N", "H", "H", "H", "H", "H", "H", "H", "H", "H", "H", "H", "H", "H", "H", "H", "H", "H", "H", "H", "H", "H"], "positions_angstrom": [[-0.326, -1.551, -1.631], [-2.261, -3.096, 1.483], [-2.947, -0.675, 1.565], [-0.854, -1.260, 2.678], [3.114, 0.760, -0.936], [3.045, 3.262, -0.421], [0.114, 3.071, -1.138], [-1.787, -1.645, 1.535], [2.329, 2.008, -0.812], [-1.024, -2.217, -0.686], [-0.593, -0.202, -0.030], [-1.091, -1.365, 0.305], [-0.034, -0.355, -1.193], [0.065, -2.109, -2.790], [1.094, 2.009, -1.123], [-3.153, -3.261, 0.769], [-1.467, -3.892, 1.176], [-2.709, -3.165, 2.548], [-2.548, 0.330, 1.376], [-3.766, -1.055, 0.978], [-3.347, -0.618, 2.563], [-0.356, -0.360, 2.526], [-1.454, -1.217, 3.626], [-0.140, -1.977, 2.877], [2.702, -0.219, -1.191], [3.851, 0.910, -1.810], [3.776, 0.616, 0.044], [2.758, 4.135, -0.966], [4.090, 3.007, -0.469], [2.588, 3.669, 0.522], [0.194, 3.724, -0.239], [0.266, 3.527, -2.114], [-0.954, 2.592, -1.086], [-0.447, -2.915, -3.156], [0.643, -1.504, -3.437], [0.630, 1.038, -1.345]], "mulliken_charge": [0.344, -1.426, -1.546, -1.745, -1.217, -1.433, -1.006, 1.474, 1.208, -1.016, -0.648, 1.371, -0.504, -0.452, -0.081, 0.332, 0.325, 0.374, 0.419, 0.354, 0.432, 0.484, 0.387, 0.447, 0.245, 0.334, 0.326, 0.438, 0.381, 0.348, 0.380, 0.385, 0.268, 0.253, 0.222, 0.545], "total_energy_ha": -683.7733, "de_lowest_kcal_mol": 0.00, "charge": 1, "homo_lumo_gap_ha": 0.341}


Entry 8:
{"formula": "C9H21O13S3V", "method": "the ωB97M-V functional and the def2-TZVPD basis", "species": ["O", "V", "O", "C", "O", "O", "H", "O", "C", "O", "O", "H", "O", "C", "O", "O", "H", "C", "S", "O", "C", "H", "H", "H", "H", "H", "H", "C", "S", "O", "C", "H", "H", "H", "H", "H", "H", "C", "S", "O", "C", "H", "H", "H", "H", "H", "H"], "positions_angstrom": [[-1.444, 0.668, -0.560], [-0.023, 0.042, -0.557], [1.171, 1.943, 3.266], [0.318, 1.074, 2.572], [0.545, 1.073, 1.300], [-0.459, 0.388, 3.186], [1.594, 2.338, 2.490], [0.156, -1.619, -4.476], [0.257, -0.356, -3.909], [0.104, -0.293, -2.665], [0.552, 0.573, -4.671], [0.327, -1.359, -5.391], [-0.341, -4.032, 0.105], [-0.710, -2.916, 0.842], [-0.453, -1.804, 0.305], [-1.246, -3.118, 1.921], [-0.591, -4.749, 0.701], [-5.541, -1.453, 1.243], [-4.607, -0.085, 0.509], [-3.401, 0.043, 1.331], [-4.149, -0.869, -1.065], [-4.877, -2.322, 1.201], [-6.461, -1.765, 0.747], [-5.717, -1.155, 2.272], [-4.829, -1.698, -1.266], [-3.147, -1.275, -0.920], [-4.135, -0.132, -1.861], [3.639, -0.235, 1.502], [3.144, -1.288, 0.137], [1.954, -0.682, -0.492], [2.540, -2.653, 1.128], [2.963, -0.228, 2.359], [3.690, 0.781, 1.116], [4.595, -0.607, 1.876], [1.983, -2.289, 1.994], [3.397, -3.158, 1.587], [1.917, -3.340, 0.561], [2.992, 3.193, -0.880], [1.377, 3.183, -1.676], [0.739, 1.958, -1.170], [0.630, 4.531, -0.722], [3.426, 2.285, -1.307], [2.947, 3.071, 0.201], [3.610, 4.043, -1.166], [1.383, 5.319, -0.708], [0.436, 4.116, 0.266], [-0.258, 4.858, -1.253]], "lowdin_spin": [-0.187, 1.116, 0.000, 0.001, 0.004, 0.001, 0.000, 0.001, 0.002, 0.020, 0.001, 0.000, 0.001, 0.003, 0.025, 0.003, 0.000, 0.000, 0.000, -0.001, -0.001, 0.000, 0.000, 0.000, 0.000, 0.000, 0.000, 0.000, 0.000, 0.001, 0.000, 0.000, 0.000, 0.000, 0.000, 0.000, 0.000, 0.001, 0.003, 0.004, 0.000, 0.000, 0.000, 0.000, 0.000, 0.000, 0.000], "total_energy_ha": -3472.3639, "multiplicity": 2, "de_lowest_kcal_mol": 0.00, "charge": -1, "homo_lumo_gap_ha": [0.280, 0.280]}